(1)
18
Properties=species:S:1:pos:R:3:lowdin_charge:R:1 method="wB97M-V/def2-TZVPD" orbital_gap_ev="6.14 / 6.14" e_tot_ev=-26266.882 charge=-1 de_lowest_kj_mol=314.38 molar_mass_g_mol=179.18 lumo_ev="3.35 / 3.35"
C 0.867 1.717 -0.195 -0.46
C 1.808 -0.703 -0.192 -0.52
C 0.861 0.254 -0.861 -0.16
C -0.566 -0.283 -0.959 -0.72
N -0.766 -1.624 -1.259 0.03
N -0.232 0.174 1.539 -0.14
O 1.969 2.154 0.204 0.02
O 2.924 -0.209 0.364 0.09
O -0.237 2.437 -0.218 0.03
O 1.764 -1.888 -0.436 0.06
S -1.970 0.631 -0.973 0.67
H 1.130 0.324 -1.961 0.18
H -1.704 -2.099 -0.926 0.14
H -0.011 -2.270 -1.027 0.06
H 2.869 0.799 0.299 0.08
H -0.626 -0.660 1.967 -0.10
H -1.009 0.920 1.671 -0.04
H -0.959 1.844 -0.429 -0.20

=====

(2)
15
Properties=species:S:1:pos:R:3:lowdin_charge:R:1 method="wB97M-V/def2-TZVPD" smiles="O=C1N[C@@H]2SC[NH2+][C@H]12" orbital_gap_ev=10.35 e_tot_ev=-20115.942 charge=+1 de_lowest_kj_mol=149.01 molar_mass_g_mol=131.18 lumo_ev=-3.78
C 1.373 1.174 0.011 -0.50
C -1.308 -1.357 0.395 -0.37
C 0.678 -0.143 -0.436 -0.06
C -0.513 0.914 -0.804 -0.43
N 0.318 1.927 -0.265 0.12
N 0.189 -1.098 0.669 0.04
O 2.466 1.424 0.379 0.16
S -2.041 0.342 0.116 0.94
H -1.369 -2.133 -0.511 0.15
H -1.609 -1.934 1.361 0.13
H 1.279 -0.535 -1.239 0.16
H -0.841 1.035 -1.803 0.10
H 0.255 2.955 -0.186 0.20
H 0.247 -0.639 1.538 0.14
H 0.876 -1.933 0.775 0.24